No. 1
C15H45ClN3O10 | ωB97M-V/def2-TZVPD

As for the net charge: -1. The HOMO energy is -6.02 eV. Its frontier orbital gap is 0.3182 Eh. Its relative energy (zero: lowest compared OMol25 entry of this formula, charge and spin) is 0.000 eV.

Last column: Löwdin charge in e.
Cartesian coordinates (Å):
Cl (0.7451, -2.0174, 1.1879)  0.644
O (0.5530, -1.0081, 0.1825)  -0.341
O (1.4959, -1.4467, 2.2889)  -0.382
O (-0.5326, -2.4988, 1.6782)  -0.386
O (1.4763, -3.1421, 0.6318)  -0.377
C (3.6915, -3.1126, -1.4746)  -0.138
O (3.8375, -1.6928, -1.5915)  -0.131
H (4.0237, -3.4305, -0.4861)  0.079
H (2.6279, -3.3372, -1.5363)  0.062
H (4.2099, -3.6505, -2.2710)  0.077
H (4.6904, -1.5047, -1.9881)  0.076
C (-3.0956, -3.5084, 0.0569)  -0.170
O (-3.8519, -2.3716, -0.3209)  -0.115
H (-2.9227, -3.5439, 1.1345)  0.044
H (-3.5794, -4.4361, -0.2832)  0.075
H (-2.1206, -3.4727, -0.4219)  0.078
H (-4.7301, -2.4609, 0.0574)  0.054
C (1.2019, -1.8759, -3.9403)  -0.206
O (1.2417, -1.0947, -2.8008)  -0.114
H (2.0833, -1.7577, -4.6032)  0.068
H (1.1609, -2.9580, -3.7272)  0.072
H (0.3199, -1.6033, -4.5203)  0.076
H (2.0068, -1.2371, -2.2333)  0.035
C (-5.1368, -3.8364, 3.1746)  -0.075
C (-4.5723, -2.9957, 4.3228)  -0.442
C (-3.2383, -2.4249, 3.9287)  -0.244
O (-2.6043, -1.8752, 5.0558)  -0.178
C (-1.4550, -1.1482, 4.6826)  -0.102
N (-5.5166, -1.9026, 4.6112)  0.037
H (-5.2278, -3.2266, 2.2739)  0.064
H (-6.1183, -4.2343, 3.4391)  0.069
H (-4.4917, -4.6875, 2.9446)  0.078
H (-4.4181, -3.6813, 5.1676)  0.137
H (-3.3794, -1.6782, 3.1307)  0.142
H (-2.6326, -3.2156, 3.4598)  0.123
H (-0.9205, -0.8385, 5.5799)  0.084
H (-1.6904, -0.2552, 4.0898)  0.085
H (-0.7809, -1.7617, 4.0743)  0.072
H (-5.0211, -1.2140, 5.1748)  0.066
H (-6.2311, -2.2440, 5.2493)  0.064
C (0.5852, 5.8437, -0.3067)  -0.081
C (0.3787, 4.3564, -0.5359)  -0.437
C (0.1242, 3.6477, 0.7722)  -0.252
O (-0.2598, 2.3242, 0.6095)  -0.162
C (-0.3081, 1.6495, 1.8351)  -0.124
N (-0.6994, 4.0674, -1.5027)  0.053
H (-0.3158, 6.3057, 0.1048)  0.074
H (0.8068, 6.3309, -1.2597)  0.068
H (1.4330, 6.0537, 0.3529)  0.074
H (1.2727, 3.9353, -1.0070)  0.121
H (-0.5768, 4.1948, 1.4269)  0.127
H (1.1029, 3.6425, 1.2965)  0.127
H (-0.9349, 2.2064, 2.5574)  0.085
H (0.6852, 1.5570, 2.2963)  0.088
H (-0.7422, 0.6626, 1.7155)  0.076
H (-1.5901, 4.3576, -1.1006)  0.070
H (-0.5887, 4.6624, -2.3190)  0.057
C (3.5938, 2.2778, -4.8949)  -0.084
C (2.6068, 1.6506, -3.9027)  -0.425
C (3.1455, 1.8270, -2.4910)  -0.241
O (2.2010, 1.4662, -1.5319)  -0.160
C (2.8088, 1.4522, -0.2677)  -0.112
N (1.2697, 2.2433, -4.0425)  0.060
H (3.1673, 2.2954, -5.9019)  0.067
H (4.5190, 1.6932, -4.9892)  0.071
H (3.8830, 3.3003, -4.6381)  0.070
H (2.5445, 0.5845, -4.1122)  0.114
H (3.4228, 2.8888, -2.3445)  0.123
H (4.0567, 1.2152, -2.4088)  0.122
H (2.1280, 1.1833, 0.5351)  0.067
H (3.2002, 2.4530, -0.0020)  0.086
H (3.6366, 0.7317, -0.2446)  0.085
H (1.3900, 3.2582, -4.0812)  0.065
H (0.9564, 2.0632, -4.9960)  0.066

---

No. 2
C15H45F2N20O12 | ωB97M-V/def2-TZVPD

As for the net charge: +1. The HOMO energy is -10.75 eV. Its frontier orbital gap is 0.2590 Eh.

Last column: Löwdin charge in e.
Cartesian coordinates (Å):
O (-1.9756, 2.7446, -2.2828)  0.246
C (-2.3203, 2.0677, -1.3971)  -0.469
F (-2.6434, 2.5242, -0.2043)  0.183
N (-2.5027, 0.6287, -1.3950)  0.099
C (-1.2717, -0.0819, -1.3323)  -0.477
O (-0.8661, -0.6318, -0.3786)  0.234
F (-0.6244, -0.1329, -2.5052)  0.145
C (-3.4295, 0.1597, -2.4806)  -0.276
C (-4.0848, -1.1323, -1.9983)  -0.005
N (-5.0448, -0.8875, -0.8442)  0.101
C (-5.4724, 0.5627, -0.7439)  -0.056
C (-5.6128, 1.0768, -2.1609)  -0.113
O (-4.3224, 1.1867, -2.7671)  -0.036
H (-2.8739, -0.0869, -3.3923)  0.163
H (-3.3181, -1.8316, -1.6580)  0.149
H (-4.6431, -1.5981, -2.8116)  0.154
H (-5.8794, -1.4532, -1.0133)  0.187
H (-4.6515, -1.2135, 0.0405)  0.192
H (-6.3915, 0.6205, -0.1593)  0.151
H (-4.6719, 1.0894, -0.2244)  0.127
H (-6.2475, 0.4110, -2.7628)  0.144
H (-6.0632, 2.0688, -2.1732)  0.155
C (-0.7307, -3.5656, -4.5865)  -0.681
O (-1.0082, -4.5503, -5.2346)  0.051
N (0.1699, -3.5727, -3.5590)  0.166
N (-1.3395, -2.3482, -4.8383)  0.138
H (0.4185, -2.7690, -3.0128)  0.073
H (0.6043, -4.4521, -3.3389)  0.105
H (-2.0168, -2.3299, -5.5782)  0.099
H (-1.1026, -1.5062, -4.3503)  0.051
C (-1.9506, 6.1416, -1.2513)  -0.669
O (-3.0174, 5.5995, -1.5293)  -0.009
N (-0.7675, 5.4854, -1.4543)  0.162
N (-1.8760, 7.3890, -0.7327)  0.180
H (0.1304, 5.8616, -1.2177)  0.099
H (-0.8700, 4.5683, -1.8437)  0.063
H (-2.7292, 7.8991, -0.6066)  0.097
H (-1.0201, 7.8337, -0.4546)  0.102
C (3.0747, -1.9182, -0.7998)  -0.662
O (2.3701, -2.9133, -0.6873)  0.005
N (4.4297, -1.9677, -0.8053)  0.171
N (2.5041, -0.6845, -0.9433)  0.162
H (5.0115, -1.1571, -0.9028)  0.103
H (4.8629, -2.8670, -0.6988)  0.112
H (1.5021, -0.6673, -0.9277)  0.059
H (3.0172, 0.1652, -1.0839)  0.100
C (-5.8918, 6.4719, 1.6362)  -0.693
O (-6.6328, 6.1031, 2.5300)  0.019
N (-5.4961, 7.7711, 1.4995)  0.162
N (-5.3892, 5.5976, 0.7078)  0.149
H (-4.8875, 8.0911, 0.7716)  0.083
H (-5.8279, 8.4267, 2.1825)  0.109
H (-5.6777, 4.6447, 0.8143)  0.084
H (-4.7743, 5.8411, -0.0531)  0.055
C (-1.3503, 8.0887, 3.0254)  -0.689
O (-1.6400, 8.9206, 2.1752)  -0.010
N (-0.5299, 8.3622, 4.0745)  0.157
N (-1.8382, 6.8112, 2.9991)  0.162
H (-0.3032, 7.6776, 4.7770)  0.062
H (-0.1692, 9.2956, 4.1395)  0.104
H (-2.4865, 6.5752, 2.2707)  0.081
H (-1.5880, 6.1315, 3.6944)  0.086
C (1.0288, -6.6384, -0.1539)  -0.691
O (0.3478, -7.6405, -0.0117)  0.016
N (2.3910, -6.6539, -0.1616)  0.160
N (0.4797, -5.3910, -0.3043)  0.146
H (2.9314, -5.8124, -0.2450)  0.086
H (2.8834, -7.5241, -0.0355)  0.069
H (-0.5198, -5.3289, -0.3068)  0.091
H (1.0381, -4.5601, -0.4049)  0.038
C (1.9907, 5.6343, 4.7822)  -0.665
O (0.8281, 5.9171, 5.0323)  0.005
N (2.4227, 4.3405, 4.7255)  0.153
N (2.9359, 6.5865, 4.5493)  0.162
H (3.3766, 4.0862, 4.5531)  0.095
H (1.7523, 3.6240, 4.9321)  0.104
H (2.6424, 7.5453, 4.5792)  0.104
H (3.8980, 6.3767, 4.3620)  0.098
C (4.4338, -8.6698, 2.1474)  -0.646
O (4.6060, -8.1873, 1.0294)  -0.015
N (5.3809, -9.4319, 2.7523)  0.171
N (3.2796, -8.4687, 2.8366)  0.172
H (5.2612, -9.8344, 3.6625)  0.101
H (6.2406, -9.5930, 2.2581)  0.112
H (2.5571, -7.9350, 2.3855)  0.096
H (3.1025, -8.8695, 3.7380)  0.101
C (8.2557, -7.5114, -0.6573)  -0.690
O (8.9229, -7.9952, 0.2421)  0.015
N (8.8255, -7.0778, -1.8273)  0.139
N (6.9050, -7.3680, -0.5647)  0.153
H (8.2984, -6.6976, -2.5895)  0.085
H (9.8179, -7.1861, -1.9198)  0.099
H (6.4339, -7.7131, 0.2569)  0.053
H (6.3324, -6.9957, -1.2983)  0.089

---

No. 3
C15H46N2O15 | ωB97M-V/def2-TZVPD

The structure (SMILES) is NC(N)=O.OCCO.OCCO.OCCO.OCCO.OCCO.OCCO.OCCO. The HOMO energy is -9.87 eV. Its frontier orbital gap is 0.3816 Eh. Its relative energy (zero: lowest compared OMol25 entry of this formula, charge and spin) is 1.019 eV.

Last column: Löwdin charge in e.
Cartesian coordinates (Å):
N (4.0508, -3.4007, -2.2606)  0.171
C (4.8340, -3.6435, -1.1830)  -0.683
N (6.1531, -3.2079, -1.3546)  0.124
O (4.5124, -4.2797, -0.2081)  0.033
H (3.0782, -3.4655, -2.0495)  0.077
H (4.3734, -3.0117, -3.1234)  0.101
H (6.4710, -3.1976, -2.3207)  0.089
H (6.7438, -3.7494, -0.7470)  0.087
O (1.5518, 1.7685, -0.2534)  -0.110
C (2.4119, 0.8839, 0.5146)  -0.240
C (3.7060, 0.8733, -0.2319)  -0.213
O (3.5755, 0.1719, -1.5135)  -0.098
H (0.6807, 1.4792, 0.1701)  0.072
H (2.6739, 1.2906, 1.5084)  0.124
H (1.8520, -0.0825, 0.5703)  0.119
H (4.4011, 0.2104, 0.2932)  0.121
H (4.1169, 1.8859, -0.3526)  0.128
H (3.0045, 0.7683, -2.0451)  0.075
O (-2.8630, 2.5891, 3.3791)  -0.062
C (-2.2607, 2.5167, 2.0871)  -0.228
C (-1.3684, 1.2951, 2.0984)  -0.236
O (-1.1410, 0.6928, 0.8545)  -0.058
H (-3.3129, 3.4525, 3.4569)  0.108
H (-3.0344, 2.4072, 1.3359)  0.110
H (-1.6881, 3.3476, 1.8901)  0.093
H (-1.8625, 0.5689, 2.6986)  0.099
H (-0.4736, 1.6143, 2.6586)  0.135
H (-1.1344, -0.2320, 0.9951)  0.028
O (0.2164, -3.5266, 3.2195)  -0.066
C (0.9726, -4.5998, 2.7428)  -0.259
C (2.4738, -4.4167, 2.7696)  -0.200
O (2.7359, -3.8987, 4.1021)  -0.076
H (0.5195, -3.3332, 4.1179)  0.106
H (0.7246, -5.5126, 3.3190)  0.130
H (0.6831, -4.7950, 1.7195)  0.107
H (2.8257, -3.7481, 2.0172)  0.099
H (2.8637, -5.4637, 2.6474)  0.138
H (3.6457, -3.5824, 4.0865)  0.087
O (-4.1109, 5.0086, 0.0542)  -0.099
C (-3.8701, 4.8559, -1.3821)  -0.199
C (-2.7207, 3.8750, -1.5886)  -0.228
O (-1.4721, 4.5490, -1.3098)  -0.075
H (-3.4629, 5.6787, 0.4019)  0.104
H (-4.7180, 4.3420, -1.7780)  0.104
H (-3.7467, 5.8074, -1.8782)  0.119
H (-2.6848, 3.4526, -2.5902)  0.104
H (-2.7853, 2.9866, -0.9719)  0.101
H (-0.8324, 3.8960, -1.0217)  0.065
O (-3.9683, -2.5802, 2.5533)  -0.071
C (-5.0080, -1.6717, 2.2586)  -0.243
C (-4.5619, -0.2713, 2.5498)  -0.241
O (-4.1773, -0.2270, 3.9190)  -0.041
H (-3.5400, -2.3171, 3.3810)  0.081
H (-5.2138, -1.8000, 1.2024)  0.121
H (-5.8686, -1.8852, 2.9666)  0.138
H (-5.3686, 0.4204, 2.4263)  0.119
H (-3.7912, -0.0153, 1.8869)  0.084
H (-3.9105, 0.6031, 4.2093)  0.033
O (0.9723, 4.6834, -5.2895)  -0.058
C (0.2924, 3.4337, -5.1614)  -0.240
C (0.7749, 2.6200, -3.9659)  -0.258
O (1.9763, 1.9407, -4.3297)  -0.073
H (1.8795, 4.5605, -5.5598)  0.079
H (-0.7808, 3.6555, -5.0922)  0.121
H (0.5419, 2.7914, -5.9703)  0.101
H (-0.0895, 1.9818, -3.5705)  0.130
H (1.1491, 3.2557, -3.0593)  0.147
H (1.6319, 1.2209, -4.8456)  0.073
O (1.3494, -1.8150, -1.8321)  -0.056
C (-0.0028, -1.8678, -1.4599)  -0.225
C (-0.3160, -2.6621, -0.1855)  -0.225
O (-0.0973, -1.8698, 0.9551)  -0.106
H (1.8635, -1.1604, -1.3863)  0.030
H (-0.4715, -0.8578, -1.3116)  0.129
H (-0.4320, -2.3015, -2.3187)  0.102
H (0.2914, -3.5977, -0.1425)  0.122
H (-1.3671, -2.9416, -0.1470)  0.119
H (-0.0668, -2.4462, 1.7749)  0.081

---

Among the records above, which one has the lowest frontier orbital gap? C15H45F2N20O12

---

Which formula does entry 3 have? C15H46N2O15

---

Among the records above, which one has the lowest frontier orbital gap? C15H45F2N20O12

---

frontier orbital gap of number 3 (C15H46N2O15)? 0.3816 Eh